DFT (ωB97M-V with the def2-TZVPD basis set) results for a molecular structure, CH2FO4S at a distorted geometry.

```
9
Properties=species:S:1:pos:R:3:lowdin_charge:R:1
C 0.688 0.226 0.053 -0.221
O -1.726 -0.575 -1.166 -0.346
O -1.483 1.646 -0.209 -0.402
O -1.725 -0.288 1.259 -0.376
O 0.991 -1.124 -0.173 -0.067
F 2.549 -1.484 -0.020 -0.185
S -1.240 0.181 -0.045 0.452
H 1.074 0.875 -0.693 0.087
H 0.872 0.542 0.995 0.056
```

Properties
Net charge ... -1
Energy relative to the best compared isomer or geometry (same formula, charge and spin) ... 418.6 kJ/mol

DFT (ωB97M-V with the def2-TZVPD basis set) results for a molecular structure, C40H24Cl3N8O3Ta.

```
79
Properties=species:S:1:pos:R:3:lowdin_charge:R:1
Ta -0.242 -0.146 -0.093 2.048
Cl -6.723 1.086 -0.355 0.743
C -5.242 0.221 -0.422 -0.663
C -4.118 0.873 -0.893 -0.027
C -2.911 0.180 -0.930 -0.213
N -1.656 0.675 -1.333 -0.090
C -1.519 1.678 -2.257 -0.449
O -2.408 2.304 -2.776 0.147
C -0.075 1.925 -2.552 -0.178
C 0.277 2.866 -3.496 0.049
C 1.620 3.057 -3.773 0.010
C 2.544 2.297 -3.079 0.000
C 2.103 1.389 -2.133 -0.125
N 0.805 1.181 -1.853 0.029
C -2.841 -1.151 -0.491 -0.203
C -3.977 -1.812 -0.031 -0.018
C -5.174 -1.121 -0.001 -0.660
Cl -6.577 -1.929 0.565 0.748
N -1.549 -1.657 -0.618 -0.066
C -1.244 -2.975 -0.810 -0.433
O -1.964 -3.932 -0.669 0.145
C 0.150 -3.054 -1.348 -0.173
C 0.686 -4.245 -1.790 0.046
C 1.927 -4.217 -2.404 0.004
C 2.563 -2.994 -2.553 -0.010
C 1.963 -1.854 -2.053 -0.103
N 0.771 -1.867 -1.440 0.020
H -4.191 1.891 -1.241 0.116
H -0.509 3.418 -3.993 0.141
H 1.937 3.782 -4.510 0.133
H 3.605 2.398 -3.258 0.127
H 2.828 0.831 -1.569 0.084
H -3.930 -2.844 0.282 0.115
H 0.109 -5.151 -1.668 0.140
H 2.379 -5.124 -2.781 0.131
H 3.514 -2.913 -3.061 0.125
H 2.448 -0.903 -2.164 0.080
Cl -0.121 -6.445 3.241 0.746
C -0.259 -4.790 2.788 -0.644
C -1.479 -4.129 2.950 -0.036
C -1.611 -2.798 2.597 0.023
C -0.526 -2.136 2.044 -0.293
O -0.640 -0.837 1.664 -0.280
C 0.700 -2.785 1.887 -0.143
C 1.845 -2.022 1.461 -0.011
N 1.775 -0.933 0.777 -0.015
C 2.962 -0.172 0.633 -0.240
C 4.214 -0.671 0.407 0.001
C 5.321 0.206 0.376 -0.027
C 5.151 1.543 0.607 0.008
C 3.858 2.074 0.836 -0.139
C 3.613 3.442 1.099 0.037
C 2.329 3.849 1.308 0.001
C 1.284 2.913 1.186 -0.089
N 1.450 1.638 0.898 0.058
C 2.750 1.212 0.802 -0.201
C 0.837 -4.119 2.291 -0.026
H -2.322 -4.667 3.360 0.127
H -2.554 -2.284 2.725 0.128
H 2.822 -2.365 1.800 0.156
H 4.366 -1.732 0.253 0.126
H 6.308 -0.194 0.192 0.123
H 6.000 2.213 0.615 0.131
H 4.440 4.138 1.148 0.137
H 2.088 4.875 1.544 0.125
H 0.273 3.259 1.337 0.089
H 1.792 -4.622 2.210 0.128
N -2.741 5.959 -0.073 0.208
C -2.731 4.938 0.450 -0.151
C -2.659 3.649 1.081 -0.174
C -3.512 3.269 2.112 0.044
C -3.335 2.017 2.661 0.010
C -2.339 1.187 2.167 -0.067
N -1.525 1.533 1.155 -0.018
C -1.706 2.754 0.633 -0.125
H -4.283 3.941 2.465 0.144
H -3.965 1.667 3.465 0.130
H -2.185 0.212 2.587 0.106
H -1.065 3.051 -0.185 0.118
```

Properties
Net charge ... +2
Energy relative to the best compared isomer or geometry (same formula, charge and spin) ... 129.7 kJ/mol

DFT (ωB97M-V with the def2-TZVPD basis set) results for a molecular structure, C43H54GeN3OP2SSiV at a distorted geometry.

```
107
Properties=species:S:1:pos:R:3:lowdin_charge:R:1
V 0.727 1.468 0.467 0.449
C -0.924 -2.605 -0.891 -0.432
C -0.531 -2.508 0.553 -0.404
P -0.357 -0.744 1.188 0.992
C -0.080 -1.051 2.969 -0.362
C 0.507 -2.223 3.445 -0.132
C 0.837 -2.388 4.781 -0.071
C 0.693 -1.244 5.643 -0.083
C -0.042 -0.152 5.214 -0.077
C -0.383 -0.005 3.845 -0.075
C -1.994 -0.114 1.084 -0.391
C -3.098 -0.928 0.832 -0.184
C -4.200 -0.459 0.185 -0.171
C -4.245 0.886 -0.226 -0.149
C -3.353 1.832 0.185 -0.094
C -2.229 1.425 1.082 -0.417
P -0.781 -4.249 -1.737 1.050
C -1.254 -5.603 -0.509 -0.381
C -0.636 -5.597 0.730 -0.109
C -1.160 -6.487 1.716 -0.074
C -2.031 -7.512 1.341 -0.099
C -2.543 -7.514 0.030 -0.091
C -2.061 -6.631 -0.913 -0.131
C -2.163 -4.101 -2.959 -0.399
C -1.981 -4.123 -4.346 -0.096
C -3.105 -4.247 -5.185 -0.103
C -4.373 -4.340 -4.695 -0.102
C -4.540 -4.423 -3.327 -0.066
C -3.458 -4.230 -2.441 -0.096
H -0.235 -2.024 -1.542 0.059
H -1.894 -2.196 -1.101 0.054
H 0.462 -2.970 0.720 0.057
H -1.308 -3.066 1.168 0.099
H 0.753 -3.013 2.719 0.087
H 1.177 -3.379 5.122 0.104
H 1.031 -1.355 6.666 0.093
H -0.309 0.601 5.916 0.092
H -0.964 0.851 3.497 0.088
H -3.025 -1.994 1.102 0.099
H -5.006 -1.147 -0.018 0.074
H -5.089 1.132 -0.856 0.087
H -3.480 2.838 -0.093 0.068
H -2.606 1.589 2.102 0.080
H 0.205 -4.986 1.021 0.082
H -0.895 -6.410 2.784 0.105
H -2.420 -8.317 1.994 0.107
H -3.231 -8.331 -0.270 0.111
H -2.344 -6.687 -1.951 0.102
H -1.014 -3.899 -4.737 0.082
H -2.946 -4.213 -6.271 0.106
H -5.227 -4.397 -5.361 0.107
H -5.476 -4.614 -2.890 0.087
H -3.584 -4.188 -1.368 0.108
C 7.220 3.398 1.168 -0.193
Si 5.444 3.664 0.458 0.607
C 5.333 3.167 -1.432 -0.171
C 4.896 5.471 0.800 -0.183
C 4.464 2.365 1.457 -0.239
C 5.084 1.348 2.166 -0.065
C 4.407 0.196 2.477 -0.046
C 3.103 0.053 2.071 -0.087
N 2.476 1.036 1.417 -0.077
C 3.161 2.151 1.049 -0.686
S 2.152 3.303 0.174 0.663
H 7.966 4.137 0.841 0.031
H 7.608 2.417 0.923 0.020
H 7.142 3.413 2.252 0.022
H 5.853 3.836 -2.109 0.019
H 4.256 3.132 -1.627 -0.021
H 5.779 2.178 -1.522 0.019
H 5.840 5.913 1.187 0.029
H 4.098 5.471 1.543 0.013
H 4.476 6.086 0.029 0.015
H 6.084 1.485 2.518 0.092
H 4.940 -0.598 2.973 0.110
H 2.546 -0.850 2.244 0.099
N 0.543 0.896 -1.465 0.122
C 0.316 1.288 -2.559 -0.165
N 0.306 1.856 -3.737 -0.054
C -0.791 2.770 -4.271 -0.052
C -1.704 1.972 -5.224 -0.152
O -0.937 1.346 -6.319 -0.146
C 0.015 0.378 -5.763 -0.154
C 0.964 1.107 -4.803 -0.126
H -0.283 3.505 -4.919 0.135
H -1.305 3.239 -3.447 0.126
H -2.416 2.659 -5.731 0.136
H -2.347 1.285 -4.712 0.115
H 0.619 -0.075 -6.575 0.136
H -0.570 -0.389 -5.273 0.115
H 1.525 1.787 -5.474 0.139
H 1.650 0.392 -4.304 0.142
C -2.605 3.823 3.402 -0.194
Ge -0.896 3.769 2.377 0.818
C -0.753 5.482 1.369 -0.231
C 0.653 3.584 3.523 -0.218
C -0.925 2.293 0.971 -0.431
H -2.573 4.736 3.945 0.000
H -2.738 2.935 3.999 0.009
H -3.486 3.843 2.746 0.030
H -0.618 6.348 2.041 0.016
H -1.727 5.539 0.840 0.016
H 0.077 5.521 0.614 0.005
H 1.548 4.055 3.120 0.011
H 0.863 2.515 3.730 0.014
H 0.358 4.011 4.429 -0.010
H -0.906 2.805 -0.006 0.035
```

Properties
Electronic energy ... -171474.9615 eV
Expectation value of S² ... 2.040
2S+1 ... 3
Net charge ... 0